Record 1
The following is a DFT calculation (ωB97M-V with the def2-TZVPD basis set) of a molecular structure, C6H7N in a non-equilibrium geometry.

Results
LUMO level: 0.312 eV
Energy above the lowest of the compared OMol25 structures with the same formula, charge and spin: 126.07 kcal/mol
HOMO: -7.94 eV
Charge: 0
Maximum force: 5.7 eV Å⁻¹

Geometry (Å):
C (0.0951, -1.2238, -0.3980)
C (-2.0999, -0.2715, 0.3062)
C (-1.1271, -0.9890, -0.0832)
C (0.7575, 0.0361, -0.1165)
C (-1.4657, 1.0292, -0.1251)
C (2.2461, 0.0211, 0.2068)
N (-0.0799, 0.9690, 0.0708)
H (0.4443, -1.9930, -1.0164)
H (-3.0543, -0.4890, 0.8197)
H (-1.6925, 1.3551, -1.1526)
H (-1.8089, 1.7474, 0.4519)
H (2.7607, 0.8791, -0.3063)
H (2.7119, -0.9876, 0.0623)
H (2.3128, -0.0832, 1.2804)

Atomic forces in eV per Å
0.644 -0.917 -0.374
-2.284 0.248 -0.029
-1.658 -4.277 0.477
-0.481 -0.530 1.681
0.230 -2.416 -3.462
-0.138 -0.210 -0.715
4.292 3.713 0.004
0.442 -0.676 -1.147
1.164 0.384 0.130
0.190 -0.001 -0.053
-1.883 3.436 3.027
-0.121 -0.979 1.051
-0.438 0.876 -1.239
0.040 1.347 0.649

***

Record 2
The following is a DFT calculation (ωB97M-V with the def2-TZVPD basis set) of 8 unconnected molecules or ions with the total composition C32H55F9O21 in a non-equilibrium geometry.

Results
LUMO level: 0.133 eV
Energy above the lowest of the compared OMol25 structures with the same formula, charge and spin: 39.85 kcal/mol
HOMO: -10.85 eV
Charge: 0
Maximum force: 2.1 eV Å⁻¹

Geometry (Å):
C (-0.5604, -2.1419, -4.2644)
C (-0.7408, -0.9244, -5.1327)
O (-1.7879, -1.1596, -6.0664)
C (-1.4909, -1.4606, -7.3259)
O (-0.4445, -1.8393, -7.7351)
C (-2.7533, -1.3968, -8.2002)
F (-3.8684, -1.4688, -7.4824)
F (-2.7461, -0.2139, -8.8606)
F (-2.7389, -2.3717, -9.1104)
H (-1.4451, -2.3429, -3.6543)
H (0.2728, -2.1610, -3.5629)
H (-0.3531, -2.9598, -4.9586)
H (0.1820, -0.7621, -5.6972)
H (-0.8940, -0.0088, -4.5608)
C (-1.9381, -3.8582, -1.2361)
C (-2.9790, -3.8445, -2.3270)
O (-3.4705, -2.5020, -2.4787)
C (-4.5752, -2.3595, -3.2017)
O (-5.3177, -3.2332, -3.5293)
C (-4.7053, -0.8943, -3.7106)
F (-5.6975, -0.2904, -3.0328)
F (-3.5959, -0.1914, -3.5466)
F (-5.0577, -0.9173, -4.9903)
H (-2.3581, -3.4341, -0.3139)
H (-1.1101, -3.1834, -1.4569)
H (-1.6559, -4.8496, -0.8888)
H (-3.7924, -4.5163, -2.0574)
H (-2.5433, -4.2029, -3.2608)
C (-0.6012, 3.1522, 3.4287)
C (-2.0384, 3.4561, 3.8608)
O (-2.7887, 3.7752, 2.6935)
C (-4.0537, 4.0922, 2.7880)
O (-4.6588, 4.1686, 3.8216)
C (-4.6932, 4.4932, 1.4501)
F (-5.4817, 5.5357, 1.6312)
F (-3.7286, 4.8584, 0.5782)
F (-5.3417, 3.4855, 0.8802)
H (0.0671, 3.9865, 3.6342)
H (-0.5064, 2.8626, 2.3828)
H (-0.2394, 2.2786, 3.9749)
H (-2.1071, 4.2759, 4.5742)
H (-2.4427, 2.5695, 4.3498)
C (-7.9963, 1.6974, 4.8995)
C (-7.9570, 0.8833, 3.6229)
O (-6.6072, 0.9576, 3.1299)
C (-6.4379, 0.5702, 1.8673)
O (-7.3066, 0.1358, 1.1565)
O (-5.1666, 0.7471, 1.5379)
C (-4.7462, 0.3222, 0.2426)
H (-8.9677, 1.7408, 5.3847)
H (-7.5967, 2.6930, 4.6996)
H (-7.2996, 1.2828, 5.6323)
H (-8.6929, 1.1996, 2.8874)
H (-8.1110, -0.1816, 3.8091)
H (-4.1272, 1.0920, -0.2114)
H (-5.5782, 0.2006, -0.4525)
H (-4.2667, -0.6421, 0.3992)
C (2.5624, 2.1781, 1.9559)
C (1.7978, 0.9456, 1.5329)
O (0.7712, 1.3868, 0.6123)
C (0.0267, 0.4691, 0.0532)
O (0.1043, -0.7172, 0.2942)
O (-0.8447, 1.0481, -0.7657)
C (-1.6396, 0.1483, -1.5052)
H (3.1120, 2.0273, 2.8849)
H (1.9332, 3.0319, 2.2026)
H (3.2070, 2.4289, 1.1144)
H (1.4421, 0.4038, 2.4132)
H (2.3201, 0.1672, 0.9779)
H (-2.1756, 0.6507, -2.3098)
H (-2.3115, -0.4616, -0.9072)
H (-1.0489, -0.5536, -2.1045)
C (3.8344, -6.4607, -4.7310)
C (4.4986, -5.5928, -3.6907)
O (3.6361, -5.3888, -2.5819)
C (2.7838, -4.3803, -2.6069)
O (2.5164, -3.6978, -3.5608)
O (2.2930, -4.2469, -1.3774)
C (1.2324, -3.3095, -1.1964)
H (2.9147, -5.9608, -5.0525)
H (3.6141, -7.4833, -4.4321)
H (4.3951, -6.5026, -5.6687)
H (4.8099, -4.6617, -4.1635)
H (5.3998, -6.1130, -3.3669)
H (1.3354, -2.4848, -1.9026)
H (1.2873, -2.9614, -0.1732)
H (0.2892, -3.7974, -1.4526)
C (0.9870, -1.8211, 5.2388)
C (1.5801, -0.6550, 5.9850)
O (2.8488, -1.0164, 6.5520)
C (3.4115, -0.3006, 7.5224)
O (4.4822, -0.5652, 7.9797)
O (2.6629, 0.7594, 7.8567)
C (3.0221, 1.4531, 9.0214)
H (1.3636, -2.6736, 5.8143)
H (1.3639, -1.8763, 4.2208)
H (-0.0974, -1.8685, 5.2859)
H (0.9065, -0.2821, 6.7543)
H (1.7836, 0.1710, 5.2962)
H (3.4842, 0.8364, 9.7930)
H (2.2030, 1.9670, 9.5260)
H (3.7345, 2.2549, 8.8041)
C (10.1245, 5.4737, -2.0434)
C (8.7405, 5.2114, -1.5022)
O (8.5795, 3.8516, -1.1006)
C (7.3299, 3.4320, -1.0704)
O (6.3395, 4.0923, -1.1975)
O (7.3092, 2.1035, -0.9345)
C (6.0937, 1.4543, -1.1760)
H (10.8835, 5.3679, -1.2637)
H (10.1213, 6.5024, -2.4011)
H (10.4567, 4.7947, -2.8279)
H (8.0303, 5.4891, -2.2843)
H (8.5114, 5.8786, -0.6693)
H (5.2571, 1.9517, -0.6846)
H (6.1450, 0.4426, -0.7668)
H (5.8830, 1.2589, -2.2307)

Atomic forces in eV per Å
-0.223 -0.728 0.013
1.849 0.027 0.196
-0.946 0.885 0.057
-0.296 -0.779 0.872
0.680 0.167 -0.465
0.069 0.522 -0.466
-0.034 -0.111 -0.208
-0.098 -0.334 0.193
-0.104 0.126 0.241
-0.008 0.014 -0.410
0.201 0.623 -0.329
-0.222 -0.266 0.254
-0.065 -0.025 -0.003
-0.691 -0.036 -0.218
-0.782 1.209 1.052
0.043 -1.105 0.680
0.319 0.173 0.005
0.523 -0.299 -0.518
-0.169 0.302 0.004
-1.258 -0.651 0.278
0.161 0.146 0.073
0.068 0.128 -0.338
0.308 0.154 -0.009
-0.241 0.117 -0.178
-0.490 -0.396 -0.119
0.361 -0.158 -0.683
-0.162 0.132 -0.148
-0.222 0.258 -0.207
0.028 -0.127 0.272
0.490 -0.540 0.329
0.396 -0.156 -1.331
-0.282 0.288 1.518
-0.335 -0.117 -0.175
1.425 0.087 -0.624
-0.504 -0.043 -0.005
-0.142 0.089 0.057
-0.562 -0.056 0.148
0.020 0.012 -0.122
-0.325 0.260 -0.095
0.061 0.148 0.218
0.011 0.079 -0.067
-0.395 0.080 -0.155
0.858 0.009 0.138
-0.080 -0.662 0.586
0.214 0.525 -0.286
-0.615 -0.089 0.010
0.057 -0.071 -0.140
0.424 0.374 0.122
-0.637 -0.212 -0.307
-0.169 0.043 -0.302
-0.375 0.142 -0.039
-0.057 -0.182 -0.051
0.242 0.179 -0.176
-0.388 0.054 0.105
0.419 -0.087 0.439
-0.206 -0.125 0.349
0.357 0.099 -0.374
0.329 -0.112 -0.368
-0.288 -0.467 0.148
0.171 0.995 0.682
-0.277 -1.057 0.490
-0.113 0.162 -0.381
0.086 0.195 -0.121
-0.183 -1.015 -1.464
0.383 -0.380 -0.283
-0.366 -0.151 -0.404
0.280 0.453 0.359
-0.854 0.210 -0.159
0.743 0.322 0.109
-0.020 0.719 0.857
-0.008 0.261 0.236
0.441 -0.059 0.516
-0.761 0.411 -1.033
0.358 -0.620 -1.185
0.638 -0.367 0.647
-0.003 0.202 0.068
-0.121 0.176 -0.195
0.163 -0.205 0.135
0.079 -0.079 -0.809
-0.153 -0.231 0.238
0.033 0.082 0.294
0.414 -0.050 0.272
-0.213 0.226 0.294
-0.126 0.235 0.643
0.234 0.138 0.292
-0.195 -0.028 0.042
0.854 -0.065 0.450
0.820 -0.700 0.790
-0.313 1.289 -0.340
-0.039 -0.575 -0.089
0.163 0.264 -0.325
0.047 -0.152 0.245
-0.928 -0.094 0.048
1.149 1.153 1.334
-0.222 -0.331 -0.424
-0.152 -0.145 -0.042
-0.022 0.288 -0.178
0.100 -0.113 0.106
-0.145 0.128 0.126
0.025 -0.362 -0.364
-0.598 -0.403 -0.673
0.103 -0.227 -0.251
0.522 -0.271 0.699
-0.130 0.868 -0.504
0.442 -0.065 -0.069
-0.717 -0.650 -0.391
-0.311 0.681 -0.016
1.167 -0.188 0.063
-1.156 -1.095 0.271
-0.078 0.205 0.065
0.213 -0.024 -0.099
-0.452 0.037 -0.218
-0.223 -0.455 0.095
0.121 -0.148 0.154
0.050 0.170 -0.253
0.394 0.211 0.321
0.146 0.713 -0.112